The following is a DFT calculation (wB97M-V/def2-TZVPD) of a cluster of 2 separate species, C3H8INOP2 in total at a distorted geometry.

```
16
Properties=species:S:1:pos:R:3:forces:R:3
C 1.055709 -2.002857 -0.566001 0.836 0.047 3.484
C -0.073767 -1.487991 -1.348479 0.307 2.160 -0.543
P -0.519454 0.110656 -0.523846 0.401 -0.807 -0.486
O -1.103970 -0.047737 0.861258 0.018 0.130 -1.603
P 1.301982 1.428349 -0.658793 -0.843 -0.675 -0.319
C 0.885639 1.677851 0.913436 0.930 1.352 2.606
N 0.812546 1.931919 2.102751 0.630 -0.975 -1.814
H 1.515761 -2.944362 -0.815796 0.052 -0.249 -0.536
H 1.805632 -1.158983 -0.594165 -0.240 -1.328 0.214
H 0.737145 -2.101999 0.536237 0.619 0.078 -1.404
H -1.048541 -1.977711 -1.388467 0.431 -0.540 -0.470
H 0.445433 -1.158052 -2.290370 -1.542 -0.378 0.047
H -1.217327 0.586247 -1.652684 -0.808 0.485 0.540
H 0.306780 2.730506 2.426490 -0.552 0.452 0.293
I -2.423654 2.993198 1.473657 -0.359 1.066 -0.021
H -2.479914 1.420966 1.524771 0.121 -0.817 0.011
```
Positions in Å, forces in eV/Å.

Properties
maximum force: 3.584 eV/A
E_HOMO: -9.07 eV
SMILES string: CC[P@@H](=O)P=C=N.I
ΔE to the lowest compared entry with this formula, charge and spin: 80.9 kJ/mol
lowest unoccupied orbital energy: 0.45 eV
M: 262.95 g mol⁻¹

Atom charges from the Löwdin analysis, given in e for atoms 1 to 4: -0.23 -0.41 0.47 -0.51

=====

The following is a DFT calculation (wB97M-V/def2-TZVPD) of an isolated molecule of C3H9NS2 at a distorted geometry.

```
15
Properties=species:S:1:pos:R:3:forces:R:3
C -1.265866 -0.613864 1.059191 -0.021 0.110 0.007
C -0.077817 0.075171 0.354955 0.157 -0.977 0.929
N 1.172578 -0.034129 1.090695 0.177 0.587 -0.405
C 0.134368 -0.568967 -0.990130 0.068 0.484 -0.570
S 1.250932 0.358174 -2.082121 0.726 -1.048 -0.057
S 0.260855 2.042260 -2.470256 -0.439 0.820 -0.110
H -1.153784 -0.633685 2.143271 0.199 0.114 -0.003
H -2.212898 -0.101677 0.866732 0.028 -0.216 -0.269
H -1.309435 -1.651682 0.723315 -0.265 -0.036 0.078
H -0.288603 1.125394 0.234001 -0.150 0.452 -0.127
H 1.166973 0.387864 2.002559 0.042 -0.249 0.126
H 1.670596 -0.907742 1.022318 -0.235 -0.023 0.248
H 0.594536 -1.544878 -0.876616 0.274 -0.239 0.117
H -0.774916 -0.753325 -1.543900 -0.448 0.157 0.024
H 0.832475 2.821079 -1.534014 -0.111 0.062 0.011
```
Positions in Å, forces in eV/Å.

Properties
maximum force: 1.357 eV/A
E_HOMO: -8.80 eV
SMILES string: C[C@@H](N)CSS
ΔE to the lowest compared entry with this formula, charge and spin: 14.8 kJ/mol
lowest unoccupied orbital energy: 0.71 eV
M: 123.25 g mol⁻¹

Atom charges from the Löwdin analysis, given in e for atoms 1 to 4: -0.06 -0.54 0.02 -0.55

=====

The following is a DFT calculation (wB97M-V/def2-TZVPD) of a structure of composition C15H10CoF3N2O3.

```
34
Properties=species:S:1:pos:R:3:forces:R:3
Co 1.354583 -0.793505 -0.613427 -0.053 -0.162 0.088
O -1.655322 -3.871592 0.472988 0.048 0.017 -0.023
C -2.504615 -2.996236 1.043679 0.013 0.031 0.013
C -3.637888 -3.534813 1.655504 0.000 -0.015 -0.004
C -4.557979 -2.713935 2.268109 -0.005 0.012 0.002
C -4.373094 -1.331244 2.289054 -0.007 -0.006 0.008
C -3.257948 -0.793914 1.688187 0.008 0.006 -0.010
C -2.307067 -1.605210 1.054844 0.008 -0.055 -0.019
C -1.136370 -0.980062 0.419847 -0.016 -0.028 -0.003
O -0.258201 -1.758921 -0.184769 0.019 0.068 -0.024
N -1.011082 0.319256 0.459390 -0.028 0.047 0.015
N 0.146786 0.690888 -0.175449 0.093 0.017 -0.001
C 0.376097 1.924991 -0.440271 -0.015 0.006 -0.012
C 1.513747 2.361115 -1.216711 -0.031 -0.036 0.010
C 1.763232 3.738826 -1.308566 -0.015 0.022 0.013
C 2.793824 4.233241 -2.071889 0.019 -0.022 -0.014
C 3.595077 3.340681 -2.787920 -0.023 0.009 0.016
C 3.363594 1.983670 -2.734966 0.037 -0.014 -0.023
C 2.329550 1.465402 -1.948888 -0.003 0.053 0.036
O 2.137385 0.148755 -1.942149 -0.009 0.002 -0.065
H -0.911131 -3.365398 0.097539 -0.048 -0.010 0.005
H -3.762561 -4.608987 1.631607 -0.002 0.002 0.001
H -5.430418 -3.150819 2.737206 0.000 0.002 0.001
H -5.095427 -0.687984 2.772093 0.000 -0.001 0.000
H -3.090744 0.273911 1.690391 -0.001 -0.002 0.001
H -0.347005 2.661960 -0.096246 0.003 -0.001 -0.001
H 1.122735 4.416228 -0.756176 -0.001 -0.005 -0.001
H 2.977094 5.297213 -2.122003 0.001 -0.001 -0.002
H 4.406503 3.715886 -3.398066 -0.001 0.001 0.000
H 3.974978 1.286570 -3.291784 -0.005 -0.002 0.005
F 3.685241 -0.476665 1.005876 0.034 -0.004 0.028
C 2.638858 -1.323530 0.925563 -0.019 0.099 -0.082
F 2.015045 -1.300387 2.117291 -0.012 0.000 0.042
F 3.142523 -2.565389 0.760112 0.011 -0.031 -0.004
```
Positions in Å, forces in eV/Å.

Properties
maximum force: 0.192 eV/A
expectation value of S²: 6.014
E_HOMO (spin up / spin down): -8.38 / -8.40 eV
ΔE to the lowest compared entry with this formula, charge and spin: 12.6 kJ/mol
multiplicity: 5
lowest unoccupied orbital energy (spin up / spin down): -0.62 / -2.23 eV
M: 382.18 g mol⁻¹

Atom charges from the Löwdin analysis, given in e for atoms 1 to 4: 0.99 0.08 -0.26 -0.01

=====

The following is a DFT calculation (wB97M-V/def2-TZVPD) of an isolated molecule of C2H4ClNS at a distorted geometry.

```
9
Properties=species:S:1:pos:R:3:forces:R:3
S 2.382181 -0.326242 -0.118387 0.464 3.097 2.122
N 1.053948 0.966345 -0.060480 1.230 -0.178 0.310
C -0.137561 0.622011 0.131173 0.216 3.842 0.121
C -0.716057 -0.655758 0.242234 -2.752 -1.361 -4.735
Cl -2.440522 -0.034665 -0.101955 -0.980 -2.828 0.118
H 3.332407 0.562103 0.806166 -2.187 -2.043 -2.211
H -1.203673 1.350230 0.281574 4.479 -0.404 -0.414
H -0.433916 -1.553214 -0.373179 -0.327 1.455 -0.692
H -0.576759 -1.111872 1.095780 -0.145 -1.580 5.382
```
Positions in Å, forces in eV/Å.

Properties
maximum force: 5.643 eV/A
E_HOMO: -9.28 eV
SMILES string: S/N=C\CCl
ΔE to the lowest compared entry with this formula, charge and spin: 387.3 kJ/mol
lowest unoccupied orbital energy: 0.26 eV
M: 109.58 g mol⁻¹

Atom charges from the Löwdin analysis, given in e for atoms 1 to 4: 0.54 -0.31 -0.52 -0.49

=====

The following is a DFT calculation (wB97M-V/def2-TZVPD) of a structure of composition C3H7OS2 at a distorted geometry.

```
13
Properties=species:S:1:pos:R:3:forces:R:3
C 1.316778 0.001284 0.017019 2.162 -0.724 0.153
C -0.686697 -0.130404 -1.326983 -0.482 0.181 -1.238
C -1.072294 -0.422027 1.368772 1.288 -0.045 -1.594
O 0.029821 -0.543069 -0.153010 -2.388 0.046 2.613
S 2.522139 -1.075769 0.084587 -0.683 0.774 0.030
S 1.361476 1.738375 0.094016 -0.696 -0.017 -0.058
H -1.618678 -0.691808 -1.358092 0.117 0.022 0.111
H -0.879337 0.942318 -1.339504 0.021 -0.056 0.145
H -0.078755 -0.408563 -2.192249 -0.025 0.041 0.193
H -1.932995 -0.980800 1.036233 0.035 -0.140 -0.270
H -0.439432 -0.909243 2.092612 0.242 -0.082 -0.020
H -1.204875 0.644680 1.471596 0.122 0.147 -0.119
H 2.682845 1.835029 0.205008 0.286 -0.148 0.053
```
Positions in Å, forces in eV/Å.

Properties
maximum force: 3.540 eV/A
E_HOMO: -13.60 eV
ΔE to the lowest compared entry with this formula, charge and spin: 209.8 kJ/mol
net charge: +1
lowest unoccupied orbital energy: -5.69 eV
M: 123.22 g mol⁻¹

Atom charges from the Löwdin analysis, given in e for atoms 1 to 4: -1.23 -0.03 0.32 -0.35

=====

The following is a DFT calculation (wB97M-V/def2-TZVPD) of a structure of composition C21H31BiF6N3O10P2S3 at a distorted geometry.

```
77
Properties=species:S:1:pos:R:3:forces:R:3
Bi 0.369162 -0.256685 0.025015 -0.384 -2.483 -1.661
N -4.040074 -2.057314 2.528623 -1.056 -1.356 -0.564
C -3.848010 -0.902715 3.297449 2.065 0.781 1.748
C -2.286882 -0.803644 3.547346 -3.478 1.795 -0.598
O -1.898405 -1.025153 4.638654 1.287 -0.831 2.003
N -1.066440 -1.268540 1.524103 0.823 -0.326 -0.577
C -1.356019 -0.236998 2.529447 2.635 -1.563 -0.151
C -1.673123 0.997692 1.783153 -1.965 3.138 1.072
O -2.602267 1.778699 2.092678 1.995 -1.738 -0.783
O -0.786273 1.269740 0.854253 -1.046 1.034 0.401
H -4.898972 -2.099513 2.021144 -0.358 -0.033 -0.297
H -3.289959 -2.379289 1.947927 0.367 0.185 -0.254
H -4.225738 -0.976619 4.343204 0.036 -0.338 -0.554
H -4.220418 0.061315 2.958483 0.053 0.095 -0.746
H -0.552965 -2.030853 1.999797 -0.171 0.274 -0.502
H -0.394792 -0.094993 3.120975 -1.023 0.435 -0.398
O -5.314247 -2.968037 -2.782258 -0.434 0.123 -0.113
C -5.005701 -4.173348 -2.634302 1.069 0.256 -0.066
O -5.558781 -5.224515 -2.975348 -0.805 -0.158 -0.195
C -3.658841 -4.382934 -1.940660 0.165 -1.646 0.731
C -3.549341 -5.411958 -0.937156 -0.120 1.396 0.157
C -2.437773 -5.442732 -0.124604 -0.348 0.715 -2.197
N -1.377277 -4.683048 -0.438914 1.747 -0.517 1.424
C -1.310312 -3.947063 -1.525877 -2.293 0.784 0.744
C -2.500390 -3.728732 -2.284671 1.223 0.034 0.375
C 0.016635 -3.344571 -1.973568 -1.352 -1.534 0.330
O 0.423005 -4.109254 -2.837738 1.472 0.595 -0.789
O 0.555325 -2.295782 -1.491358 0.076 1.132 0.612
H -4.360241 -6.061953 -0.662719 -0.521 0.018 -0.372
H -2.429322 -6.149678 0.688957 0.521 0.118 0.429
H -2.396165 -3.063335 -3.128639 -0.477 0.130 -0.149
F 2.555308 -0.803859 1.084288 0.215 -0.796 0.775
P 3.061549 -1.826151 2.379495 -0.234 -2.413 1.223
F 4.508493 -2.114789 1.719924 -0.624 0.350 -0.513
F 3.693740 -0.528218 3.055013 -0.805 0.413 0.275
F 3.509932 -2.737230 3.687821 -0.772 0.746 -0.999
F 2.477506 -3.140876 1.593735 0.100 1.572 0.633
F 1.515063 -1.595260 3.096461 2.036 0.212 -1.103
C 4.594956 5.113557 -0.336552 -0.713 1.911 2.663
C 3.427490 5.211329 -1.223460 -0.313 -0.714 -3.426
C 2.083494 5.524252 -0.632434 -0.447 -1.720 1.917
O 3.463151 3.979148 -2.132859 -0.986 1.271 1.194
P 3.334167 2.482475 -1.590798 2.577 -0.380 -1.535
S 4.134963 1.401758 -3.023687 -1.023 0.173 0.533
S 1.481403 2.353793 -0.895275 -1.383 -0.493 0.121
O 4.216189 2.475563 -0.257618 -1.264 -0.088 -0.646
C 5.366830 1.733692 0.040793 1.673 0.385 2.105
C 5.332401 0.261851 -0.210167 -0.143 -1.155 -2.074
C 5.485410 1.931094 1.583916 1.682 0.061 0.034
H 4.788117 6.171462 -0.069708 0.246 -0.415 0.317
H 5.456722 4.736768 -0.786054 1.247 -0.620 -1.046
H 4.421040 4.523374 0.584963 -0.075 0.582 -0.552
H 3.572138 5.976185 -2.013150 0.407 -0.305 0.433
H 1.823555 4.611399 0.044841 0.027 1.865 -0.873
H 1.264353 5.714947 -1.336353 0.449 -0.338 -0.070
H 2.187869 6.428542 -0.014027 -0.007 -0.313 0.011
H 6.264485 2.192556 -0.447225 -0.691 -0.162 0.189
H 4.326779 -0.128025 -0.019233 0.353 0.000 0.111
H 6.049570 -0.256481 0.437181 -0.233 0.161 -0.129
H 5.555468 0.011025 -1.298422 -0.187 0.269 1.527
H 4.658940 1.485622 2.148349 0.076 0.054 -0.389
H 5.600638 2.998598 1.863256 -0.239 -0.468 -0.232
H 6.439354 1.426911 1.914596 -0.943 0.423 -0.197
O -1.007269 0.509815 -2.077219 0.349 -0.268 0.482
S -2.261358 1.103477 -2.676360 -0.520 0.504 1.121
C -3.481434 -0.213646 -2.712824 -1.443 -0.814 0.959
C -4.680413 0.059906 -1.768175 -0.610 0.624 0.385
C -4.069813 0.853885 -0.617734 -0.404 1.256 0.068
C -3.195914 1.936181 -1.294943 0.958 -0.563 1.055
H -2.973140 -1.078251 -2.293270 0.271 -0.217 -0.403
H -3.886839 -0.399070 -3.684780 0.374 -0.326 -0.784
H -5.203315 -0.829850 -1.331733 0.751 0.323 -1.082
H -5.483817 0.680062 -2.292062 1.041 -0.677 0.593
H -3.482207 0.219761 0.088770 -0.613 0.468 -0.531
H -4.894537 1.426250 -0.110258 0.907 -0.783 0.164
H -2.505806 2.477350 -0.592620 -0.403 -0.648 -0.821
H -3.850574 2.650950 -1.747790 -0.366 0.539 -0.545
```
Positions in Å, forces in eV/Å.

Properties
maximum force: 3.959 eV/A
expectation value of S²: 0.784
E_HOMO (spin up / spin down): -3.13 / -3.11 eV
ΔE to the lowest compared entry with this formula, charge and spin: 371.0 kJ/mol
net charge: -2
multiplicity: 2
lowest unoccupied orbital energy (spin up / spin down): 3.53 / -0.09 eV
M: 966.61 g mol⁻¹

Atom charges from the Löwdin analysis, given in e for atoms 1 to 4: 1.93 0.03 -0.22 -0.35